No. 1
{
  "formula": "C24H20ClF3IrO3PS",
  "method": "the ωB97M-V functional and the def2-TZVPD basis",
  "species": ["C", "C", "C", "H", "C", "C", "H", "H", "H", "H", "Ir", "Cl", "P", "C", "C", "H", "C", "H", "C", "H", "C", "H", "C", "H", "C", "C", "H", "C", "H", "C", "H", "C", "H", "C", "H", "C", "C", "H", "C", "H", "C", "H", "C", "H", "C", "H", "F", "C", "F", "F", "S", "O", "O", "O"],
  "coordinates": [[-1.060148, -1.259559, 0.930680], [-0.978059, -1.648418, -0.450396], [0.433752, -1.795655, -0.813736], [-1.832674, -1.830376, -1.100835], [1.212917, -1.516394, 0.384610], [0.281689, -1.173372, 1.460381], [0.549331, -0.865026, 2.459837], [-1.976021, -1.107199, 1.485237], [0.817962, -2.117222, -1.767812], [2.294725, -1.553329, 0.467494], [0.154675, 0.101392, -0.236375], [1.956643, 1.153309, -1.186056], [0.118561, 0.318087, -3.464255], [1.210271, -0.765828, -4.505231], [0.754655, -1.432537, -5.658704], [-0.300562, -1.397631, -5.942532], [1.657693, -2.130557, -6.467370], [1.292639, -2.624376, -7.372638], [3.009590, -2.195417, -6.108343], [3.709061, -2.747839, -6.742311], [3.462741, -1.574006, -4.936831], [4.518213, -1.631633, -4.654884], [2.566405, -0.872855, -4.125370], [2.904896, -0.377192, -3.212413], [-1.537419, -0.094392, -4.205762], [-2.175167, -1.269305, -3.746532], [-1.697440, -1.890742, -2.988659], [-3.401042, -1.662145, -4.284225], [-3.886927, -2.569396, -3.914040], [-3.992716, -0.905826, -5.304161], [-4.945231, -1.223270, -5.739080], [-3.370823, 0.259017, -5.765645], [-3.820962, 0.851010, -6.567592], [-2.162802, 0.681325, -5.197758], [-1.701646, 1.608376, -5.547505], [0.414814, 1.952746, -4.272808], [1.070100, 2.115807, -5.508908], [1.482923, 1.254182, -6.041334], [1.175648, 3.394805, -6.071824], [1.670819, 3.510549, -7.040225], [0.652165, 4.501981, -5.394710], [0.737587, 5.495077, -5.841942], [0.031921, 4.347248, -4.145508], [-0.369167, 5.213372, -3.611703], [-0.080879, 3.076960, -3.576195], [-0.550827, 2.942937, -2.596926], [-1.152108, 3.143624, 3.588173], [-0.485574, 3.180953, 2.415057], [-0.215660, 4.470285, 2.088459], [0.682773, 2.513081, 2.551534], [-1.558235, 2.413599, 1.040247], [-2.115315, 1.237203, 1.670246], [-2.432801, 3.442081, 0.540707], [-0.500667, 2.072891, -0.040128]],
  "forces_ev_per_a": [[0.0, -2.8, 1.2], [-0.6, -1.3, 0.4], [0.3, -2.7, 0.8], [0.4, 0.2, 0.4], [0.2, -2.8, 0.9], [-0.5, -1.5, 0.1], [0.0, 0.0, -0.1], [0.2, 0.2, -0.1], [0.0, -0.1, 0.0], [-0.3, 0.1, 0.0], [-0.3, 8.2, -3.5], [1.8, 0.8, -0.8], [-0.5, 0.2, -1.6], [0.3, -0.4, 0.5], [0.2, 0.1, 0.1], [0.4, 0.1, 0.1], [0.1, 0.1, 0.3], [0.2, 0.2, 0.3], [-0.1, 0.0, 0.1], [-0.2, 0.2, 0.2], [-0.2, 0.0, -0.1], [-0.4, 0.0, -0.1], [-0.3, 0.0, -0.4], [-0.1, -0.1, -0.3], [-0.3, -0.3, 0.4], [0.0, 0.4, -0.4], [-0.1, 0.2, -0.3], [0.1, 0.1, -0.1], [0.2, 0.3, -0.2], [0.1, 0.1, 0.0], [0.4, 0.1, 0.2], [0.1, -0.2, 0.3], [0.1, -0.2, 0.3], [0.1, -0.2, 0.1], [-0.1, -0.4, 0.1], [0.2, 0.4, 0.5], [-0.3, 0.1, 0.3], [-0.2, 0.3, 0.2], [-0.1, -0.2, 0.3], [-0.2, 0.0, 0.4], [0.0, -0.1, 0.1], [0.0, -0.3, 0.2], [0.1, -0.2, -0.2], [0.2, -0.3, -0.2], [0.2, -0.2, -0.5], [0.2, 0.1, -0.3], [0.6, 0.1, -0.9], [-0.1, 0.4, -0.4], [-0.1, -1.1, 0.5], [-0.9, 0.4, 0.0], [0.7, 0.4, -1.0], [0.3, 0.6, -0.3], [0.4, -0.5, 0.7], [-1.9, 1.4, 1.8]],
  "gap_ha": [0.2244, 0.2132],
  "e_lumo_ha": [0.0135, -0.1165],
  "s2": 6.0148,
  "multiplicity": 5
}

---

No. 2
{
  "formula": "C24H20ClInNPS",
  "method": "the ωB97M-V functional and the def2-TZVPD basis",
  "species": ["C", "C", "C", "H", "C", "C", "H", "H", "H", "H", "In", "Cl", "P", "C", "C", "H", "C", "H", "C", "H", "C", "H", "C", "H", "C", "C", "H", "C", "H", "C", "H", "C", "H", "C", "H", "C", "C", "H", "C", "H", "C", "H", "C", "H", "C", "H", "S", "C", "N"],
  "coordinates": [[-1.183053, -1.556546, 3.562219], [-0.990272, -2.139052, 2.336725], [0.391086, -2.211271, 2.036584], [-1.781848, -2.442357, 1.707592], [1.116273, -1.554565, 3.024265], [0.161039, -1.302519, 4.173044], [0.434896, -1.862398, 5.097974], [-2.102928, -1.296101, 4.058547], [0.789882, -2.763074, 1.212188], [2.179637, -1.682304, 3.246545], [0.021774, 0.783901, 2.282449], [2.241826, 1.485888, 2.372547], [0.005030, 0.331135, -0.263261], [1.246524, -0.731973, -1.050376], [0.952251, -1.472847, -2.211739], [-0.054460, -1.450173, -2.621683], [1.945075, -2.214334, -2.851149], [1.707094, -2.766099, -3.765553], [3.243530, -2.227063, -2.324664], [4.025773, -2.798933, -2.829067], [3.549761, -1.507897, -1.160334], [4.570141, -1.517050, -0.760686], [2.551226, -0.771245, -0.522910], [2.762930, -0.197186, 0.380773], [-1.597785, -0.149913, -0.968508], [-2.059183, -1.476407, -0.846664], [-1.401935, -2.234740, -0.421919], [-3.341656, -1.823560, -1.275018], [-3.681729, -2.862468, -1.194954], [-4.179915, -0.838644, -1.819746], [-5.171944, -1.113933, -2.182655], [-3.752372, 0.493743, -1.904279], [-4.402799, 1.261514, -2.333933], [-2.478237, 0.835555, -1.456338], [-2.141245, 1.868919, -1.497112], [0.329922, 2.002597, -0.908965], [0.879715, 2.145384, -2.192239], [1.131399, 1.257924, -2.767905], [1.081810, 3.413035, -2.736453], [1.474212, 3.511705, -3.752677], [0.764913, 4.547420, -1.971751], [0.916623, 5.545105, -2.391834], [0.256725, 4.418464, -0.671791], [0.018380, 5.308723, -0.075836], [0.047256, 3.145110, -0.144426], [-0.334007, 3.050869, 0.876508], [-0.131006, 0.483403, 7.280743], [-0.100848, 0.652298, 5.719781], [0.090517, 0.421965, 4.507962]],
  "forces_ev_per_a": [[0.6, 0.1, 0.1], [-0.2, -0.1, 0.7], [0.1, 0.1, 0.2], [-0.6, -0.3, -0.6], [-0.2, -0.5, 1.3], [0.0, 0.1, -1.2], [-0.3, 1.1, -0.2], [-0.1, -0.2, 0.0], [0.3, 0.0, -0.4], [-0.4, 0.3, -0.4], [-1.1, 0.1, 0.5], [1.3, 0.7, -0.1], [0.1, -0.5, -0.6], [0.4, -0.4, -0.7], [0.2, 0.2, 0.2], [0.2, 0.0, 0.0], [0.2, 0.1, 0.3], [0.1, 0.2, 0.4], [-0.1, 0.1, 0.0], [-0.2, 0.2, 0.2], [-0.2, -0.1, -0.2], [-0.5, 0.0, -0.1], [-0.3, 0.1, 0.0], [0.1, -0.2, -0.2], [-0.9, 0.1, 0.1], [0.0, 0.3, -0.2], [-0.1, 0.2, -0.2], [0.1, 0.3, -0.1], [0.1, 0.5, 0.0], [0.1, 0.1, 0.0], [0.3, 0.1, 0.1], [0.0, -0.5, 0.0], [0.2, -0.3, 0.2], [0.3, -0.3, 0.0], [-0.1, -0.2, -0.1], [0.3, 0.3, -0.2], [-0.2, 0.3, 0.1], [0.0, 0.2, 0.1], [-0.1, 0.2, 0.4], [-0.1, 0.0, 0.4], [0.0, -0.1, 0.0], [0.0, -0.3, 0.1], [0.1, -0.1, -0.4], [0.2, -0.4, -0.3], [0.0, -0.1, -0.1], [0.0, 0.0, -0.4], [-0.4, 0.6, 0.0], [1.1, -1.6, -2.2], [-0.3, -0.2, 3.7]],
  "gap_ha": [0.1669, 0.2175],
  "e_lumo_ha": [-0.0430, -0.0184],
  "multiplicity": 1,
  "e_above_lowest_kcal_mol": 0.00
}

---

| no. | electronic energy (eV) |
| --- | --- |
| 1 | -74987.316 |
| 2 | -64519.919 |